Computed, not measured: C4H8P2 in the gas phase, with ωB97M-V/def2-TZVPD.

- M (Da) = 118.06
- E (Eh) = -839.81303
- highest occupied orbital energy (eV) = -8.48
- LUMO (eV) = -0.64
- SMILES = [H]/P=C(C)/P=C/C
- energy relative to the best compared isomer or geometry (same formula, charge and spin) (kcal/mol) = 45.5
- total charge = 0

Each atom is followed by the atoms it is bonded to, with distances in Å.
Positions of all 14 atoms, in Å:
1 H 0.73 0.70 3.65  P2 1.414
2 P 1.78 0.57 2.71  H1 1.414, C3 1.735
3 C 0.72 0.40 1.34  P2 1.735, C4 1.487, P5 1.807
4 C -0.73 0.57 1.61  C3 1.487, H8 1.102, H9 1.088, H10 1.128
5 P 1.22 0.12 -0.37  C3 1.807, C6 1.640
6 C -0.07 -0.36 -1.27  P5 1.640, C7 1.490, H11 1.153
7 C 0.12 -0.67 -2.72  C6 1.490, H12 1.053, H13 1.121, H14 1.090
8 H -1.07 1.43 1.00  C4 1.102
9 H -0.95 0.66 2.67  C4 1.088
10 H -1.21 -0.38 1.24  C4 1.128
11 H -0.92 -0.83 -0.65  C6 1.153
12 H -0.10 -1.68 -2.88  C7 1.053
13 H 1.14 -0.39 -3.07  C7 1.121
14 H -0.66 -0.14 -3.27  C7 1.090

Results of the Löwdin charge analysis, in e, for atoms 1 through 4: atom 1 (H): -0.1577, atom 2 (P): 0.7909, atom 3 (C): -0.9664, atom 4 (C): -0.2633